Molecular formula: C31H36BrCrN6OS2Si
Method: DFT, ωB97M-V/def2-TZVPD

CARTESIAN COORDINATES (ANGSTROEM)
Br 1.533 -3.365 -4.968
Cr -0.289 -0.439 0.792
S -0.179 -0.611 3.444
S -4.084 -0.922 -1.442
Si 2.200 -2.065 5.596
O -1.840 -1.735 1.134
N -2.417 -0.164 -3.290
N -3.840 -2.533 1.729
N 1.234 -1.567 1.541
N -2.040 0.869 -1.331
N 0.842 1.185 1.055
N -1.385 0.918 -0.208
C 3.358 -2.632 1.654
C -3.336 -0.226 2.296
C 2.558 2.484 2.090
C 0.105 -1.259 -1.010
C 0.744 -0.544 -2.023
C 0.929 -2.503 -3.374
C 3.315 -2.549 3.047
C 2.290 -2.141 0.943
C -1.189 2.134 0.317
C 1.200 -1.464 2.891
C -2.766 3.984 0.891
C 1.148 -1.148 -3.208
C -0.116 -2.618 -1.231
C 2.233 -1.984 3.704
C -3.633 5.458 -0.799
C 0.437 3.482 1.650
C -2.736 -0.064 -1.980
C -3.572 5.052 0.524
C -2.063 3.736 -1.392
C 2.087 1.321 1.533
C -2.962 -1.530 1.641
C 0.025 2.274 1.066
C 4.008 -2.016 6.164
C 0.295 -3.250 -2.396
C -2.013 3.308 -0.066
C -2.868 4.804 -1.755
C 1.471 -3.752 6.043
C -5.233 -2.317 2.084
C 1.275 -0.673 6.459
C 1.701 3.584 2.177
C -3.528 -3.821 1.135
H -5.409 -2.487 3.149
H 3.575 2.539 2.449
H 4.056 -1.784 7.230
H -5.844 -3.013 1.512
H -5.550 -1.311 1.821
H 1.590 -3.957 7.109
H -0.255 4.311 1.656
H 1.966 -4.555 5.493
H 1.643 -0.577 -3.983
H -3.900 -4.614 1.784
H -1.670 0.391 -3.672
H 4.510 -2.975 6.022
H 1.443 0.287 5.972
H -2.736 3.660 1.925
H 0.142 -4.312 -2.529
H -3.897 -0.397 3.214
H -0.597 -3.211 -0.461
H 0.406 -3.797 5.808
H -3.042 -0.653 -3.903
H -2.432 0.327 2.539
H 4.583 -1.256 5.632
H -4.264 6.288 -1.089
H -3.934 0.368 1.607
H -2.893 5.124 -2.788
H -2.452 -3.919 1.029
H 0.945 0.515 -1.896
H -1.460 3.233 -2.133
H 4.146 -2.927 3.631
H 2.265 -2.193 -0.137
H 2.724 0.449 1.454
H 4.193 -3.082 1.138
H 2.044 4.503 2.632
H 0.201 -0.853 6.456
H 1.608 -0.595 7.497
H -3.989 -3.905 0.148
H -4.160 5.564 1.275

For the relative energy (zero: lowest compared OMol25 entry of this formula, charge and spin), the calculation gives 52.36 kJ/mol. As for the multiplicity: 2. The value obtained for the orbital gap (alpha / beta) is 0.242 / 0.244 hartree. The HOMO energy (alpha / beta) comes out at -0.2608 / -0.2617 hartree. The calculation puts the max |F| at 1.4 eV/A.